Entry 1:
{"formula": "C2H3NO2", "method": "ωB97M-V/def2-TZVPD", "orbital_gap_ev": 11.2291, "e_tot_ev": -7705.617, "smiles": "C=NC(=O)O", "de_lowest_ev": 2.2260, "mol_weight_g_mol": 73.1, "homo_energy_ev": -10.70, "species": ["C", "N", "C", "O", "O", "H", "H", "H"], "coordinates": [[-1.561, 0.439, -0.301], [-0.589, 0.585, 0.462], [0.820, -0.020, 0.224], [1.678, 0.818, 0.100], [1.389, -1.477, 0.292], [-2.388, 1.095, -0.087], [-1.670, -0.291, -1.084], [2.321, -1.150, 0.394]], "lowdin_charge": [-0.0354, 0.0817, -0.3412, 0.0752, -0.0306, 0.0762, 0.0843, 0.0897]}

=====

Entry 2:
{"formula": "C4H4CrO", "method": "ωB97M-V/def2-TZVPD", "orbital_gap_ev": [4.5452, 7.1654], "e_tot_ev": -34666.397, "spin_multiplicity": 6, "charge": 1, "de_lowest_ev": 1.6329, "mol_weight_g_mol": 120.1, "s_squared": 8.911, "homo_energy_ev": [-11.63, -13.07], "species": ["C", "C", "H", "H", "C", "C", "O", "Cr", "H", "H"], "coordinates": [[0.985, 0.763, -2.507], [0.022, 0.296, -1.867], [-0.986, -0.064, -2.044], [1.981, 1.171, -2.601], [0.158, 0.001, 0.380], [-0.850, -0.491, 1.109], [-0.840, -0.743, 2.411], [0.154, -0.475, 3.840], [1.153, 0.330, 0.685], [-1.777, -0.788, 0.594]], "lowdin_charge": [0.1079, -0.0355, 0.0665, 0.0535, 0.1005, -0.3530, -0.2887, 1.1705, 0.0526, 0.1257]}